(1)
Molecular formula: C25H25F3N2O4S3
Method: DFT, ωB97M-V/def2-TZVPD

Each line ends with the Löwdin charge.
Positions of all 62 atoms, in Å:
S1 -0.46403 -0.55440 -1.35216  1.09
S2 2.26324 -0.41226 -0.07211  0.68
S3 0.18150 1.69931 0.18353  0.62
F1 -1.30667 -2.80613 -0.28180  0.07
F2 -0.96970 -2.88180 -2.45922  0.10
F3 -2.71737 -1.82942 -1.65442  0.09
O1 0.75944 2.02208 1.46603  -0.27
O2 2.41144 -1.38432 0.98455  -0.30
O3 3.05105 0.79277 -0.07833  -0.26
O4 0.60794 2.35865 -1.02331  -0.28
N1 0.53877 0.02708 0.03267  -0.51
N2 0.31716 -2.65056 2.73903  -0.10
C1 -1.11404 -0.72038 2.38477  -0.10
C2 2.83385 -2.70528 -3.94875  -0.06
C3 2.33840 -3.34424 -2.81020  -0.07
C4 3.10706 -1.33494 -3.91593  -0.06
C5 -3.32331 1.78613 4.16612  -0.12
C6 -3.88883 1.23232 0.04038  -0.06
C7 -0.14237 -4.94379 3.16490  -0.15
C8 -2.01796 3.06368 1.05131  -0.04
C9 -1.59327 1.90002 0.39089  -0.26
C10 -1.55514 0.37354 3.23965  -0.23
C11 -4.33216 2.44376 0.58230  -0.06
C12 -2.53175 0.96979 -0.02631  -0.14
C13 -0.75531 -3.62505 2.66635  -0.14
C14 1.61052 -3.21875 3.11367  -0.14
C15 2.93322 -0.60682 -2.73864  -0.04
C16 -0.62843 1.15602 3.97113  -0.06
C17 1.36426 -4.71454 3.32500  -0.15
C18 2.47823 -1.28285 -1.59349  -0.33
C19 -2.37879 2.57889 4.83116  -0.12
C20 -1.39853 -2.10324 -1.44051  -0.79
C21 -3.39206 3.30094 1.15909  -0.07
C22 2.18460 -2.64451 -1.61739  -0.08
C23 0.09640 -1.33777 2.65312  -0.12
C24 -1.03078 2.22397 4.76941  -0.09
C25 -2.93218 0.68350 3.41495  -0.06
H1 -2.19011 -0.01091 -0.38907  0.00
H2 -4.38270 2.06215 4.22437  0.10
H3 -1.86694 -1.27230 1.83139  0.09
H4 -0.28753 2.79105 5.33826  0.10
H5 -5.40091 2.67581 0.60122  0.11
H6 -1.09307 -3.72685 1.62671  0.10
H7 -4.59596 0.48774 -0.32762  0.11
H8 -0.35578 -5.74658 2.45849  0.10
H9 -3.73154 4.16130 1.72161  0.11
H10 0.43415 0.91811 3.91038  0.10
H11 -1.62334 -3.31698 3.26882  0.13
H12 2.09301 -4.40291 -2.83347  0.11
H13 2.33691 -3.04242 2.31426  0.09
H14 1.93909 -5.27606 2.58459  0.11
H15 -1.28607 3.75207 1.47051  0.13
H16 2.00091 -2.72410 4.01631  0.13
H17 -0.58944 -5.19477 4.12911  0.11
H18 -2.69716 3.46088 5.39598  0.09
H19 1.84378 -3.14222 -0.70966  0.12
H20 2.98925 -3.27542 -4.86389  0.11
H21 -3.68635 0.07442 2.90990  0.11
H22 3.14357 0.45645 -2.68207  0.12
H23 0.96363 -0.71655 2.88685  0.12
H24 3.48759 -0.83203 -4.79989  0.11
H25 1.72014 -4.99772 4.31646  0.11

Properties
Molar mass: 570.68 g mol⁻¹
Charge: 0
LUMO: -0.85 eV
Energy above the lowest of the compared OMol25 structures with the same formula, charge and spin: 1.2510 eV
Frontier orbital gap: 5.60 eV



(2)
Molecular formula: C25H25FIrN7S2SiTe4
Method: DFT, ωB97M-V/def2-TZVPD

Each line ends with the Löwdin spin population.
Positions of all 66 atoms, in Å:
Ir1 1.84421 0.39484 -0.60517  1.87
Te1 5.10707 3.38148 -1.44397  0.29
Te2 2.11406 2.13075 1.13193  0.59
Te3 4.22420 3.75331 1.11543  0.22
Te4 3.84154 1.14437 -2.12071  0.65
S1 -0.03017 -6.53253 2.52973  0.00
S2 0.01577 -0.24690 3.16780  0.01
Si1 -0.56764 2.53009 -1.75849  0.04
F1 1.37417 -1.58342 -2.56177  0.07
N1 -0.18075 2.08145 4.51262  0.00
N2 1.34923 -5.69007 2.52044  0.00
N3 -2.08412 1.37819 3.81489  0.00
N4 -0.06758 -0.99374 -0.00516  0.08
N5 -0.97244 -5.40811 1.86736  0.00
N6 0.41833 1.00758 -2.18682  0.55
N7 2.53503 -1.39829 0.57029  0.09
C1 -2.31389 2.61081 4.47042  0.00
C2 0.26673 -2.13907 0.64913  0.01
C3 -1.99165 -2.81950 0.64187  0.00
C4 1.67973 -2.36678 0.97014  0.01
C5 3.82494 -1.47638 0.96506  0.02
C6 0.18144 0.35002 -3.34777  0.05
C7 3.47329 -3.57368 2.00464  0.00
C8 -3.08820 0.59448 3.11517  0.00
C9 0.58434 -1.01001 -3.48470  0.13
C10 -1.34959 -0.75950 -0.25450  0.01
C11 1.14069 -4.50247 1.95840  0.00
C12 -2.19189 2.63265 -2.72508  0.00
C13 2.11779 -3.46566 1.69309  0.00
C14 -0.22504 -4.34478 1.57982  0.00
C15 4.34243 -2.54180 1.67170  0.00
C16 -0.79484 0.04991 -5.57452  0.00
C17 -1.12188 2.48623 0.04174  0.02
C18 -0.77862 1.05676 3.83696  0.00
C19 0.55467 3.97371 -2.21879  0.01
C20 -0.40957 -1.27753 -5.63341  0.13
C21 -0.66596 -3.11413 0.95016  0.00
C22 -2.36471 -1.63487 0.04952  0.00
C23 -1.10745 3.02343 4.92442  0.00
C24 0.31014 -1.80470 -4.58971  -0.02
C25 -0.53940 0.85539 -4.47931  0.11
H1 -3.35060 2.97705 4.54038  0.00
H2 -1.32253 0.47180 -6.37968  0.00
H3 -1.61906 0.12121 -0.85659  0.00
H4 -3.40834 -1.41724 -0.20482  0.00
H5 -2.61664 -0.33799 2.79832  0.00
H6 0.14488 4.93780 -2.39273  0.00
H7 1.44670 3.98447 -1.57034  0.00
H8 -1.06932 1.43602 0.41379  0.00
H9 -3.94621 0.40856 3.75928  0.00
H10 5.38948 -2.55783 1.98022  0.00
H11 -2.77346 -3.51694 0.91754  0.00
H12 4.43162 -0.63864 0.64398  0.01
H13 3.76485 -4.47004 2.55498  0.00
H14 0.77728 2.05655 4.79063  0.00
H15 -2.15552 2.79457 0.11114  0.00
H16 -2.85281 3.23915 -2.05173  0.00
H17 -2.14384 3.13879 -3.68759  0.00
H18 -0.65916 -1.87333 -6.46179  0.01
H19 -0.52154 3.10969 0.71511  0.02
H20 -0.82921 3.82158 5.58261  0.00
H21 -3.42327 1.16740 2.25091  0.00
H22 0.73711 -2.78742 -4.58423  0.00
H23 -2.68387 1.67371 -2.85357  0.00
H24 0.99350 3.61190 -3.14580  0.00
H25 -0.76444 1.89761 -4.63284  0.00

Properties
Molar mass: 1237.36 g mol⁻¹
Charge: +1
Spin multiplicity: 6
LUMO (alpha / beta): -3.01 / -4.72 eV
Energy above the lowest of the compared OMol25 structures with the same formula, charge and spin: 0.0000 eV
Frontier orbital gap (alpha / beta): 5.91 / 5.18 eV